Entry 1:
Below is C25H46Ge2N2SbTi as an isolated structure, with properties calculated with ωB97M-V/def2-TZVPD.

Calculated values
Kohn-Sham gap: 7.695 eV
Energy: -6332.289311 Eh
HOMO level: -18.03 eV
Molecular weight: 689.50 g/mol
LUMO: -10.33 eV
F_max: 0.424 eV/Å

Structure (ORCA input):
```
! RIJCOSX wB97M-V def2-TZVPD def2/J DEFGRID3
* xyz 3 1
Ti 0.30697 -0.85400 -0.45331
C -0.23936 -2.78249 -4.34408
C 0.00480 -4.11970 -4.05785
C 0.35023 -4.48658 -2.76504
C 0.45478 -3.51269 -1.78737
N 0.23147 -2.21045 -2.07351
C -0.11612 -1.86214 -3.32712
C 0.75530 -3.80969 -0.36935
C 1.13716 -5.06181 0.07489
C 1.36385 -5.26739 1.42909
C 1.20726 -4.20702 2.30727
C 0.84275 -2.97846 1.79740
N 0.61692 -2.76691 0.48673
H -0.52593 -2.45854 -5.33470
H -0.08495 -4.87259 -4.83006
H 0.51420 -5.52707 -2.52912
H -0.30304 -0.81059 -3.50372
H 1.26498 -5.87928 -0.61847
H 1.65962 -6.24396 1.78945
H 1.36841 -4.32255 3.36966
H 0.72851 -2.13255 2.46138
C 3.94169 -0.95988 -2.20846
Sb 2.40546 0.45775 -1.88116
C 1.87476 1.13569 -3.81630
C 3.33825 2.14712 -1.01647
H 4.78848 -0.46420 -2.68032
H 3.57166 -1.74142 -2.87027
H 4.26084 -1.39445 -1.26334
H 2.73926 1.64773 -4.23780
H 1.04445 1.83683 -3.75470
H 1.61724 0.30209 -4.46553
H 4.18962 2.40898 -1.64392
H 3.68827 1.92878 -0.01071
H 2.63979 2.98079 -0.99513
C -1.22812 6.02952 2.16010
C -1.48246 4.77087 1.33990
C -1.83853 3.57991 2.22228
C -2.19274 2.30537 1.44907
Ge -0.71451 1.59410 0.38563
C 0.51303 0.46247 1.52671
C 1.04381 1.03733 2.86078
C 2.24034 1.97444 2.71864
C 1.91617 3.33323 2.11110
H -0.96872 6.87088 1.52041
H -0.41055 5.88202 2.86845
H -2.11378 6.30783 2.73166
H -0.59277 4.54526 0.73804
H -2.29680 4.94879 0.63141
H -2.70961 3.83519 2.83141
H -1.03019 3.38690 2.93189
H -3.00883 2.50186 0.75119
H -2.51103 1.50792 2.12201
H 0.06911 2.51676 -0.54657
H 1.45051 0.10365 1.02021
H -0.11060 -0.42416 1.76759
H 1.32275 0.19487 3.49802
H 0.22320 1.54755 3.37118
H 3.02896 1.46746 2.15047
H 2.65602 2.12371 3.71595
H 1.52653 3.25992 1.09235
H 2.80438 3.96213 2.06775
H 1.17827 3.86084 2.71591
C -2.86238 -2.83021 -0.88613
Ge -3.00944 -1.06808 -0.06222
C -4.44753 -0.01574 -0.83224
C -3.05946 -1.18866 1.88536
C -1.32176 -0.01647 -0.73046
H -3.82423 -3.32988 -0.75734
H -2.10401 -3.45798 -0.41704
H -2.67148 -2.76065 -1.95769
H -5.39552 -0.47199 -0.54209
H -4.39597 -0.00831 -1.92033
H -4.44477 1.01016 -0.46858
H -3.51331 -2.14622 2.14554
H -3.69281 -0.40489 2.29813
H -2.09051 -1.14593 2.38436
H -1.56819 0.22886 -1.77085
*
```

Atomic partial charges in e from the Mulliken method, atoms 1 to 6: atom 1 (Ti): -1.0850, atom 2 (C): -1.1261, atom 3 (C): -0.7845, atom 4 (C): -0.7501, atom 5 (C): 0.0920, atom 6 (N): 0.7770

Entry 2:
Below is one molecule with the formula C3H6BrO3P, with properties calculated with ωB97M-V/def2-TZVPD.

Calculated values
Structure (SMILES): CP(O)COC(=O)Br
Kohn-Sham gap: 9.858 eV
Energy: -3259.009627 Eh
HOMO level: -9.31 eV
Molecular weight: 200.96 g/mol
LUMO: 0.55 eV
F_max: 0.465 eV/Å

Structure (ORCA input):
```
! RIJCOSX wB97M-V def2-TZVPD def2/J DEFGRID3
* xyz 0 1
C 2.01986 0.73640 -0.19004
P 1.25221 -0.71122 0.61836
O 1.00985 -1.63990 -0.72463
C -0.46818 0.02408 0.86772
O -1.40066 -0.52739 -0.07823
C -2.46255 0.22115 -0.33692
O -2.62736 1.37733 -0.12053
Br -3.81623 -0.84964 -1.18500
H 1.36098 1.23826 -0.90516
H 2.30700 1.43298 0.60643
H 2.92135 0.38384 -0.70247
H 1.11420 -2.57232 -0.48988
H -0.40872 1.10903 0.76104
H -0.80176 -0.22262 1.87930
*
```

Atomic partial charges in e from the natural (NBO) method, atoms 1 to 6: atom 1 (C): -0.9707, atom 2 (P): 1.0345, atom 3 (O): -0.9638, atom 4 (C): -0.3958, atom 5 (O): -0.5033, atom 6 (C): 0.7319

Entry 3:
Below is a 3-piece molecular cluster, C40H78N3O11P2 overall, with properties calculated with ωB97M-V/def2-TZVPD.

Calculated values
Kohn-Sham gap: 6.523 eV
Energy: -3245.194126 Eh
HOMO level: -11.06 eV
Molecular weight: 839.02 g/mol
LUMO: -4.54 eV
F_max: 8.783 eV/Å

Structure (ORCA input):
```
! RIJCOSX wB97M-V def2-TZVPD def2/J DEFGRID3
* xyz 1 1
C 7.34175 -2.35993 4.81064
C 7.28801 -3.20575 3.50996
C 5.84858 -3.74961 3.20005
C 5.82631 -5.30314 3.00881
C 6.08613 -6.09806 4.31143
C 5.26735 -5.61901 5.54036
C 3.74844 -5.38200 5.25043
C 2.80646 -6.20059 6.20304
C 1.44801 -5.41537 6.30384
C 0.65707 -5.68387 5.00082
C -0.37321 -4.56102 4.62089
N 0.27004 -3.56800 3.71653
C 0.32906 -3.92306 2.42839
O -0.14953 -5.17178 2.02310
C -1.36396 -5.01524 1.49496
N -2.52217 -4.98622 1.36800
C 0.85901 -3.12633 1.45168
C 1.36779 -1.87852 1.82262
C 1.91513 -1.01207 0.68936
O 1.34942 -1.05473 -0.37212
O 2.97487 -0.16977 0.83246
C 4.23189 -0.87486 0.98455
C 1.31656 -1.48714 3.18499
C 1.85998 -0.10757 3.52411
C 1.10676 1.09440 2.84732
C -0.38737 0.84994 2.48038
C -0.81337 1.98573 1.46381
C -0.84621 1.45237 -0.00653
N -2.06392 1.92782 -0.73845
C 0.76919 -2.37352 4.13808
C 0.74824 -1.96566 5.60965
C 2.23563 -1.79243 6.13347
C -0.11875 -0.68414 5.88809
C -0.62946 -0.82826 7.36645
H 6.88339 -1.37121 4.61990
H 8.37599 -2.16494 5.12565
H 6.73037 -2.83271 5.59603
H 8.02155 -4.02549 3.48054
H 7.57122 -2.51912 2.69027
H 5.59012 -3.34220 2.20484
H 5.11168 -3.42168 3.95248
H 4.83948 -5.52599 2.55938
H 6.57585 -5.50969 2.22493
H 5.83427 -7.15318 4.09755
H 7.16124 -6.02659 4.54475
H 5.32994 -6.42578 6.28986
H 5.66538 -4.67940 5.95175
H 3.52805 -4.31578 5.45117
H 3.47129 -5.54936 4.19649
H 2.58766 -7.15215 5.68535
H 3.25136 -6.35830 7.19305
H 1.61833 -4.34626 6.48339
H 0.94150 -5.81338 7.20095
H 1.31846 -5.91788 4.15112
H 0.05725 -6.59669 5.17011
H -0.83390 -4.09806 5.49805
H -1.18684 -5.09668 4.10867
H 0.88294 -3.43418 0.40415
H 4.90547 -0.25467 1.59554
H 4.70160 -0.99549 -0.00431
H 4.03223 -1.84374 1.46811
H 1.93591 0.10422 4.59074
H 2.89700 -0.08576 3.14175
H 1.61814 1.49080 1.96040
H 1.10638 1.91218 3.59022
H -1.02834 0.97491 3.36929
H -0.58492 -0.09687 1.95764
H -0.05073 2.78337 1.46896
H -1.78303 2.41724 1.74970
H -0.87186 0.35076 -0.05182
H 0.06716 1.75586 -0.54872
H -2.47498 1.09741 -1.15852
H -1.71254 2.47644 -1.51995
H 0.32099 -2.73433 6.26742
H 2.95444 -2.11735 5.36793
H 2.39132 -2.46112 6.99683
H 2.40447 -0.76025 6.47225
H 0.47104 0.24013 5.87592
H -0.98791 -0.62563 5.21609
H -1.42523 -1.57566 7.46924
H 0.26285 -1.06071 7.97527
H -0.95785 0.16384 7.71849
O -4.06482 1.30529 -6.88766
P -4.49182 1.27934 -5.44545
O -5.27204 -0.18363 -5.44967
C -4.49140 -1.37268 -5.49532
C -3.76803 -1.62357 -4.18380
O -5.81680 2.24126 -5.64666
C -5.92194 3.18254 -6.71414
C -6.76158 2.60789 -7.83577
O -4.78084 1.30160 -3.77952
C -5.63822 2.25265 -3.12722
C -7.05712 1.72637 -3.08044
H -3.78267 -1.32262 -6.32794
H -5.17948 -2.19461 -5.69685
H -3.01191 -0.85314 -4.00081
H -3.26944 -2.59449 -4.19780
H -4.46678 -1.59544 -3.34709
H -4.93980 3.49973 -7.06530
H -6.41483 4.07126 -6.30929
H -6.35769 1.65899 -8.18979
H -6.81409 3.30169 -8.67642
H -7.77489 2.40641 -7.48355
H -5.56936 3.23308 -3.59394
H -5.27520 2.36761 -2.10233
H -7.44162 1.50021 -4.07267
H -7.71794 2.45279 -2.60505
H -7.09456 0.79389 -2.51354
O -2.13997 7.75788 -4.71879
P -2.02083 6.75682 -5.82669
O -0.85255 5.75168 -5.23958
C -1.18056 4.89398 -4.15505
C -2.10592 3.77219 -4.59123
O -1.10455 7.66936 -6.84454
C -1.03992 9.09158 -6.74861
C 0.21688 9.50881 -6.01411
O -2.38029 5.71012 -7.05374
C -2.21314 5.98228 -8.45327
C -0.83898 5.54979 -8.91549
H -1.62559 5.47368 -3.33990
H -0.24279 4.47372 -3.78730
H -3.08303 4.16742 -4.88999
H -2.25596 3.05668 -3.77824
H -1.69628 3.24464 -5.45412
H -1.93512 9.50133 -6.28282
H -1.00972 9.47945 -7.77043
H 0.27315 9.04764 -5.02760
H 0.25656 10.59294 -5.89679
H 1.10145 9.18298 -6.56459
H -2.42202 7.02368 -8.68824
H -2.96473 5.38962 -8.97971
H -0.04640 6.04249 -8.35549
H -0.70728 5.76832 -9.97606
H -0.70940 4.47693 -8.75959
*
```

Atomic partial charges in e from the Mulliken method, atoms 1 to 6: atom 1 (C): -0.9946, atom 2 (C): -0.6633, atom 3 (C): 1.4909, atom 4 (C): -1.1792, atom 5 (C): -0.7778, atom 6 (C): -0.8413

F_max of number 1 (C25H46Ge2N2SbTi)? 0.424 eV/Å

What is the molecular weight in the second record? 200.96 g/mol

Which formula does entry 3 have? C40H78N3O11P2